Record 1
DFT (the ωB97M-V functional and the def2-TZVPD basis) results for an isolated ion of composition C6H14NO and charge -1 at a distorted geometry.

ORCA input file:
```
! wB97M-V def2-TZVPD RIJCOSX def2/J DEFGRID3
* xyz -1 1
C 1.34528 -3.09614 0.45322
C 0.81248 -1.82381 -0.10263
N 1.53589 -0.55369 0.30382
C 0.70375 0.65022 0.04029
C -0.53154 0.96461 0.88366
C -1.68344 1.52526 0.10060
C -1.43555 2.43483 -1.27249
O -1.06513 1.65487 -2.25031
H 2.39753 -3.15146 0.44167
H 0.91990 -3.95310 -0.04776
H 1.25159 -3.36590 1.57827
H -0.29892 -1.80807 0.08741
H 1.03981 -1.65078 -1.24816
H 1.94619 -0.67914 1.30220
H 0.38025 0.56223 -0.95872
H 1.31865 1.70014 -0.10509
H -0.30093 1.51086 1.71386
H -1.01333 -0.01892 1.27167
H -2.26212 2.15884 0.74637
H -2.06034 0.74619 -0.60509
H -0.66666 3.22683 -0.92567
H -2.33336 2.96613 -1.40713
*
```

The maximum force is 4.07 eV/A. Its total energy is -9983.790 eV. As for the structure (SMILES): CCNCCCC[O-].

Atom charges from the natural (NBO) analysis, given in e for atoms 1 to 4: number 1, C, carries -0.6239; number 2, C, carries -0.2351; number 3, N, carries -0.6490; number 4, C, carries -0.2512

Record 2
DFT (the ωB97M-V functional and the def2-TZVPD basis) results for one molecule with the formula C6H14NO at a distorted geometry.

ORCA input file:
```
! wB97M-V def2-TZVPD RIJCOSX def2/J DEFGRID3
* xyz 0 2
C -1.18159 -1.61411 -1.98847
N -0.84524 -0.59275 -0.98350
C 0.27134 -0.70650 -0.10905
C 0.59576 0.73051 0.37806
C -0.55297 1.38355 1.14780
C -0.30345 1.68619 2.61704
C 1.63479 -1.06938 -1.01371
O 1.52549 -2.23789 -1.61039
H -0.29848 -1.96667 -2.52462
H -1.63107 -2.45052 -1.48877
H -1.99916 -1.14434 -2.53041
H -0.66668 0.25484 -1.51169
H 0.28564 -1.33993 0.77495
H 0.71782 1.27089 -0.56385
H 1.55743 0.71998 0.85630
H -0.92865 2.26636 0.61922
H -1.45476 0.79203 0.97705
H -0.91190 2.51145 2.97088
H 0.73943 1.95078 2.77665
H -0.63279 0.83608 3.21620
H 2.40689 -1.00911 -0.23543
H 1.67215 -0.27146 -1.77425
*
```

The maximum force is 1.96 eV/A. Its total energy is -9983.544 eV. As for the expectation value of S²: 0.758.

Atom charges from the natural (NBO) analysis, given in e for atoms 1 to 4: number 1, C, carries -0.4247; number 2, N, carries -0.5840; number 3, C, carries 0.0091; number 4, C, carries -0.4027

Record 3
DFT (the ωB97M-V functional and the def2-TZVPD basis) results for an isolated ion of composition C6H14NO and charge +1 at a distorted geometry.

ORCA input file:
```
! wB97M-V def2-TZVPD RIJCOSX def2/J DEFGRID3
* xyz 1 1
N 2.66781 -1.44313 0.82910
C 1.63886 -0.54012 0.11191
C 0.43205 -0.18736 0.86198
C -0.09111 1.13896 0.36630
C -0.70199 0.99690 -1.02950
C -1.95989 0.20148 -1.13826
C -2.97318 0.20181 -0.01916
O -2.77558 0.67517 1.05827
H 3.30517 -0.78829 1.26822
H 2.27552 -2.10018 1.44551
H 3.11080 -2.01846 0.03104
H 1.34202 -0.98567 -0.87413
H 2.32470 0.32025 -0.18101
H -0.38540 -0.91869 0.83944
H 0.67987 0.03255 1.99444
H -0.79320 1.54614 1.05622
H 0.77528 1.78390 0.25379
H 0.09078 0.64353 -1.71635
H -0.87961 2.03583 -1.34125
H -2.58825 0.58923 -2.08437
H -1.61646 -0.80128 -1.41501
H -3.87818 -0.38256 -0.31718
*
```

The maximum force is 4.00 eV/A. Its total energy is -9978.722 eV. As for the structure (SMILES): [NH3+]CCCCCC=O.

Atom charges from the natural (NBO) analysis, given in e for atoms 1 to 4: number 1, N, carries -0.6797; number 2, C, carries -0.2190; number 3, C, carries -0.4629; number 4, C, carries -0.3836

Record 4
DFT (the ωB97M-V functional and the def2-TZVPD basis) results for an isolated ion of composition C6H14NO and charge +1.

ORCA input file:
```
! wB97M-V def2-TZVPD RIJCOSX def2/J DEFGRID3
* xyz 1 1
C -0.18494 2.52730 0.08079
C 0.41236 1.11603 0.21243
C 0.83951 0.80968 1.63964
C -0.64687 0.10617 -0.26347
C -0.25089 -1.36633 -0.18471
N 0.87797 -1.60903 -1.16027
C -1.43429 -2.28657 -0.50476
O -2.40972 -2.24151 0.17615
H 0.18050 3.18623 0.86237
H -1.28506 2.49306 0.13882
H 0.05137 2.96513 -0.89130
H 1.27857 1.05621 -0.46369
H 1.48418 1.59606 2.02689
H 1.39477 -0.12456 1.70398
H -0.02997 0.81084 2.29454
H -0.97960 0.28472 -1.29268
H -1.53724 0.20569 0.35936
H 0.12693 -1.61891 0.79659
H 1.61027 -0.91277 -1.00040
H 0.55147 -1.49306 -2.12333
H 1.28581 -2.53611 -1.03195
H -1.33514 -2.96829 -1.37498
*
```

The maximum force is 0.53 eV/A. Its total energy is -9979.499 eV. As for the structure (SMILES): CC(C)C[C@H]([NH3+])C=O.

Atom charges from the natural (NBO) analysis, given in e for atoms 1 to 4: number 1, C, carries -0.6071; number 2, C, carries -0.2175; number 3, C, carries -0.6189; number 4, C, carries -0.4178

Record 5
DFT (the ωB97M-V functional and the def2-TZVPD basis) results for an isolated ion of composition C6H14NO2 and charge +1 at a distorted geometry.

ORCA input file:
```
! wB97M-V def2-TZVPD RIJCOSX def2/J DEFGRID3
* xyz 1 1
C -0.58179 -1.41614 -0.05816
C -0.09300 -2.08798 1.30742
C -0.62518 0.98039 0.00167
C -0.16428 -0.05149 2.58362
C 0.28353 2.13551 -0.15937
C 0.04018 -0.33296 -2.09100
N 0.01529 -0.27296 -0.62045
O -0.61318 -1.23697 2.33142
O 1.07952 0.27195 2.51392
H -0.69290 -2.43746 -0.66343
H -1.71642 -1.14072 0.09257
H -0.45563 -3.07931 1.56777
H 1.02642 -1.99796 1.31982
H -1.66444 1.18737 -0.38039
H -1.02407 0.69540 2.93745
H -0.04302 2.99823 0.36053
H 0.26653 2.36159 -1.20931
H 1.40129 2.01842 -0.01446
H 0.83164 -0.96948 -2.47404
H -1.01446 -0.61761 -2.51297
H 0.39713 0.61650 -2.51238
H 1.02423 -0.15989 -0.43167
H 1.34641 1.21050 2.80964
*
```

The maximum force is 7.53 eV/A. Its total energy is -12022.386 eV.

Atom charges from the natural (NBO) analysis, given in e for atoms 1 to 4: number 1, C, carries -0.2710; number 2, C, carries -0.0807; number 3, C, carries -0.3777; number 4, C, carries 0.6430

Record 6
DFT (the ωB97M-V functional and the def2-TZVPD basis) results for a 2-piece molecular cluster, C6H14NOPS overall at a distorted geometry.

ORCA input file:
```
! wB97M-V def2-TZVPD RIJCOSX def2/J DEFGRID3
* xyz 0 1
C -0.57019 -0.65084 0.34078
C -2.03354 0.28527 2.17691
C 1.97514 -3.09174 0.51936
C -0.69391 3.27666 -1.56453
C 0.69977 0.95574 -2.03541
C 0.85405 -0.55158 -0.01883
N -0.77874 0.11332 1.46534
O -1.43254 -1.30695 -0.25031
P 1.71855 -1.92785 -0.85267
S 1.04121 2.58663 -1.53479
H -2.94749 -0.15509 1.65383
H -2.05128 -0.10409 3.20279
H -2.16643 1.45335 2.35230
H 2.92355 -2.64363 1.10791
H 2.08261 -4.07445 0.10073
H 1.06432 -3.05269 1.10325
H -1.40285 2.71670 -0.98622
H -1.11509 3.22239 -2.67905
H -0.53147 4.40559 -1.23640
H -0.30152 0.48003 -1.97078
H 1.56179 0.68532 -2.53688
H 1.53812 0.12519 0.58673
H 0.00309 0.05764 2.10598
H 0.56284 -2.80494 -1.05005
*
```

The maximum force is 3.75 eV/A. Its total energy is -30106.226 eV.

Atom charges from the natural (NBO) analysis, given in e for atoms 1 to 4: number 1, C, carries 0.5816; number 2, C, carries -0.4296; number 3, C, carries -0.9195; number 4, C, carries -0.7429

Record 7
DFT (the ωB97M-V functional and the def2-TZVPD basis) results for an isolated ion of composition C6H14NS and charge -1 at a distorted geometry.

ORCA input file:
```
! wB97M-V def2-TZVPD RIJCOSX def2/J DEFGRID3
* xyz -1 1
C 2.50442 -1.96186 -0.93042
C 1.09532 -1.89767 -0.33714
C 0.50032 -0.51018 -0.57749
N -0.41750 -0.12065 0.43248
C -1.31516 0.96835 0.15881
C -0.46164 2.33557 0.13464
C -2.33530 1.12638 1.31688
S -3.42061 -0.36504 1.33645
H 2.46701 -1.76392 -2.00466
H 2.91488 -2.98135 -0.83361
H 3.22521 -1.31499 -0.46695
H 1.13898 -2.18413 0.70914
H 0.53713 -2.75864 -0.69817
H 1.30379 0.26745 -0.70151
H 0.02701 -0.51729 -1.56946
H -0.03493 -0.08406 1.36686
H -1.98783 0.83858 -0.68341
H 0.04858 2.44956 -0.80866
H -1.18296 3.17458 0.10464
H 0.33771 2.10872 0.83135
H -3.02227 1.88617 0.91161
H -1.92217 1.30440 2.30862
*
```

The maximum force is 3.10 eV/A. Its total energy is -18774.006 eV. As for the structure (SMILES): CCCN[C@H](C)C[S-].

Atom charges from the natural (NBO) analysis, given in e for atoms 1 to 4: number 1, C, carries -0.5997; number 2, C, carries -0.4021; number 3, C, carries -0.1941; number 4, N, carries -0.6298

Record 8
DFT (the ωB97M-V functional and the def2-TZVPD basis) results for a 2-piece molecular cluster, C6H14NS overall.

ORCA input file:
```
! wB97M-V def2-TZVPD RIJCOSX def2/J DEFGRID3
* xyz -1 1
N 1.57316 -1.60646 -1.77374
C 2.32493 -0.45842 -1.26973
C 3.93594 -0.96917 0.54643
C 2.70282 -0.68716 0.16334
H 1.16964 -1.38200 -2.67593
H 0.77194 -1.73723 -1.15514
H 1.73874 0.47360 -1.34410
H 3.22793 -0.31205 -1.87440
H 4.15538 -1.15191 1.59342
H 4.72654 -1.02736 -0.18902
H 1.86048 -0.63428 0.84404
C -3.57572 1.53058 -0.20200
C -2.81861 1.56392 1.11650
C -1.33924 1.17041 0.97565
S -1.04862 -0.49678 0.30273
H -3.10342 2.20321 -0.93148
H -4.61906 1.82863 -0.10169
H -3.48276 0.53202 -0.63138
H -2.86234 2.56408 1.55422
H -3.28267 0.87512 1.82571
H -0.88410 1.25930 1.96344
H -0.85478 1.92632 0.33669
*
```

The maximum force is 0.52 eV/A. Its total energy is -18774.649 eV.

Atom charges from the natural (NBO) analysis, given in e for atoms 1 to 4: number 1, N, carries -0.8495; number 2, C, carries -0.2560; number 3, C, carries -0.4406; number 4, C, carries -0.1506

Record 9
DFT (the ωB97M-V functional and the def2-TZVPD basis) results for an isolated ion of composition C6H14NS and charge -1 at a distorted geometry.

ORCA input file:
```
! wB97M-V def2-TZVPD RIJCOSX def2/J DEFGRID3
* xyz -1 1
C -0.97706 0.93753 -2.79769
C -0.08736 1.83775 -1.94232
C -0.00939 1.38007 -0.45847
C 0.64142 0.05721 -0.28237
N 0.44936 -0.34124 1.14037
C 0.37097 -1.75806 1.56137
C 0.04680 -1.67869 3.08007
S -0.62383 -3.27400 3.66226
H -0.49108 0.08278 -3.24949
H -1.46199 1.57704 -3.54935
H -1.90148 0.45357 -2.40501
H -0.35433 2.90754 -1.94613
H 0.88569 1.66498 -2.42421
H -1.03404 1.33660 -0.09664
H 0.54451 2.18380 0.07106
H 1.67331 0.01937 -0.65007
H 0.05630 -0.69990 -0.84856
H 1.11447 0.22246 1.65436
H -0.49981 -2.25276 1.14072
H 1.31684 -2.29542 1.46074
H 0.95109 -1.55665 3.66443
H -0.61037 -0.80397 3.21495
*
```

The maximum force is 2.69 eV/A. Its total energy is -18774.274 eV. As for the structure (SMILES): CCCCNCC[S-].

Atom charges from the natural (NBO) analysis, given in e for atoms 1 to 4: number 1, C, carries -0.6311; number 2, C, carries -0.4001; number 3, C, carries -0.3864; number 4, C, carries -0.2251

Record 10
DFT (the ωB97M-V functional and the def2-TZVPD basis) results for a 2-piece molecular cluster, C6H14NS overall at a distorted geometry.

ORCA input file:
```
! wB97M-V def2-TZVPD RIJCOSX def2/J DEFGRID3
* xyz 0 2
C 1.13714 2.21341 -2.73673
C 0.55332 0.82224 -2.46181
C 0.30234 0.48455 -1.00347
S 1.70371 0.66456 0.10799
H 0.46509 3.04052 -2.51452
H 1.38684 2.35947 -3.79152
H 2.03091 2.33164 -2.11240
H -0.41214 0.77691 -2.98355
H 1.21495 0.07526 -2.90659
H -0.08817 -0.53845 -1.01582
H -0.54948 1.08816 -0.66886
C -2.57742 -0.55154 1.69504
C -1.24991 -0.67952 1.71107
N -0.45524 -1.80779 1.73366
C 0.84562 -1.72869 2.40370
H -3.24525 -1.40149 1.61169
H -3.02671 0.43031 1.70438
H -0.61671 0.20605 1.69987
H -0.97006 -2.66427 1.82942
H 1.63476 -1.99272 1.69380
H 1.05539 -0.72041 2.75087
H 0.86102 -2.40820 3.25377
*
```

The maximum force is 1.01 eV/A. Its total energy is -18772.179 eV. As for the expectation value of S²: 0.753.

Atom charges from the natural (NBO) analysis, given in e for atoms 1 to 4: number 1, C, carries -0.6141; number 2, C, carries -0.4018; number 3, C, carries -0.6036; number 4, S, carries 0.1090

Taking the records one at a time from the top gives ΔE to the lowest compared entry with this formula, charge and spin values of 65.3, 26.0, 35.1, 17.2, 107.5, 112.7, 27.2, 12.4, 21.0, 7.7 kcal per mole.